1.
13
Properties=species:S:1:pos:R:3:nbo_charge:R:1 method="wB97M-V/def2-TZVPD" total_charge=+1 fmax_ev_per_a=8.5 gap_ev="6.269 / 6.269" total_energy_ev=-16806.9658
C -1.2356 1.9632 0.7188 0.9632
Pb -1.0584 -0.5180 0.7406 1.4560
O -0.2320 1.4099 0.1718 -0.8747
C 1.3173 -1.7780 -0.9856 -0.0993
H 0.7954 -1.3754 -1.8603 0.1773
H 2.0059 -2.5991 -1.2062 0.2222
Li 1.5560 1.0633 -0.2065 0.9634
O -1.7558 3.0502 0.2607 -0.6069
H 1.1321 -2.3974 1.0499 0.2268
C 0.7227 -1.6484 0.3593 -0.5167
H -2.8426 2.4887 0.2751 0.5686
O 1.8633 -0.7975 -0.1134 -0.6486
O -2.2681 1.1384 0.7957 -0.8312

=====

2.
13
Properties=species:S:1:pos:R:3:nbo_charge:R:1 method="wB97M-V/def2-TZVPD" de_lowest_kcal_mol=87.1 total_charge=0 fmax_ev_per_a=3.7 gap_ev=9.520 total_energy_ev=-16119.4604
C 1.8153 -0.9038 0.1657 -0.7281
H 1.4239 -1.8314 -0.0965 0.2198
H -2.0268 -2.0255 1.0660 0.2061
H 0.7281 2.9251 -0.5742 0.0115
H 0.3948 3.0850 0.1145 -0.0123
O 3.3134 0.8499 -1.1191 -0.8941
H -2.1037 -0.1941 1.7934 0.2025
H -1.9344 0.7390 -0.3918 0.1901
C -2.0303 -0.2938 -0.2890 -0.3886
C -2.0373 -0.8700 0.8990 -0.4036
S 2.7765 -0.5398 -1.1211 1.1477
H 1.4450 -0.1424 0.8793 0.2545
H -1.7646 -0.7983 -1.3261 0.1946

=====

3.
26
Properties=species:S:1:pos:R:3:nbo_charge:R:1 method="wB97M-V/def2-TZVPD" de_lowest_kcal_mol=0.0 total_charge=+1 fmax_ev_per_a=1.3 multiplicity=9 gap_ev="3.615 / 5.344" total_energy_ev=-54455.2137 s2=20.025
H 2.5344 2.3114 1.8840 0.3059
H 1.6460 2.4231 0.4001 0.2649
C -2.3967 -1.8693 -0.8293 -0.6619
Cr -2.1723 1.8530 3.8693 0.0124
H -3.2953 -1.6147 -0.2660 0.2898
H -0.3606 2.0472 -1.6773 0.2268
H 3.3227 1.7498 0.3870 0.2678
N 1.8199 0.5182 1.1161 -0.2182
H -2.0849 2.2529 -2.1344 0.2452
H -2.5745 -2.7611 -1.4247 0.2677
N -1.5145 0.3612 -1.2910 -0.5204
C 2.3793 1.7968 0.9214 -0.4860
Cl -1.1387 0.6832 1.9201 -0.8142
H -0.9937 1.2425 -3.1004 0.2287
O 3.7260 -0.5831 0.6767 -0.3873
H -1.4627 0.4947 -0.2694 0.4675
H 1.8675 -2.5425 0.1810 0.2673
C -2.1152 -0.7000 -1.7472 0.6211
O -2.5169 -0.7743 -2.9461 -0.0730
H -1.5462 -1.9910 -0.1653 0.2680
C -1.2432 1.5678 -2.0884 -0.4302
H 0.7511 -1.7404 1.3615 0.2417
C 2.5442 -0.6772 0.9104 0.6191
H 2.2453 -2.5701 1.8584 0.2864
C 1.7868 -1.9464 1.0915 -0.7353
H 0.7922 0.4683 1.3619 0.4461

=====

4.
12
Properties=species:S:1:pos:R:3:nbo_charge:R:1 method="wB97M-V/def2-TZVPD" de_lowest_kcal_mol=85.1 total_charge=0 fmax_ev_per_a=0.8 smiles="CN1CC1=C=N" gap_ev=9.330 total_energy_ev=-7221.8994
H -0.7211 2.7996 -0.5308 0.3584
N -1.6241 2.3332 -0.6845 -0.6051
C -0.8051 -0.0402 -0.5256 -0.0900
H 0.2108 -0.1173 2.1874 0.2087
H 1.1385 -0.6150 -1.3240 0.1935
C 0.1407 -0.9885 -1.0772 -0.2219
C -1.3175 1.1377 -0.5933 0.3378
N -0.2584 -1.0042 0.3410 -0.3537
H -0.2173 -1.8153 -1.6830 0.2124
C 0.7260 -0.5338 1.3158 -0.4200
H 1.3132 -1.3950 1.6448 0.2066
H 1.4143 0.2387 0.9293 0.1733

=====

5.
16
Properties=species:S:1:pos:R:3:nbo_charge:R:1 method="wB97M-V/def2-TZVPD" de_lowest_kcal_mol=109.5 total_charge=0 fmax_ev_per_a=0.6 smiles="CC1C=C1.[H][H].C=O" gap_ev=10.238 total_energy_ev=-7390.0179
C 1.5304 0.1220 0.9608 -0.6313
C 0.0277 -1.1961 -0.8182 -0.2218
H -0.3342 1.1379 -2.4012 0.1121
H 1.6873 0.0127 2.0412 0.2075
C 0.9180 -1.1486 0.3910 -0.2277
H -1.5340 0.5766 1.4549 -0.0363
H -1.4623 1.2040 1.0610 0.0304
O -0.7996 2.2032 -0.7499 -0.5138
C -1.0262 1.3422 -1.5620 0.2810
H -1.9336 0.7106 -1.5241 0.1180
C -0.5601 -1.4066 0.3158 -0.1641
H -0.0333 -1.1875 -1.8959 0.2201
H 2.5112 0.3117 0.5080 0.2066
H -1.4544 -1.6661 0.8618 0.2262
H 1.5557 -2.0225 0.5589 0.1710
H 0.9075 1.0065 0.7979 0.2221

=====

Please write out number 3 again, unchanged.
26
Properties=species:S:1:pos:R:3:nbo_charge:R:1 method="wB97M-V/def2-TZVPD" de_lowest_kcal_mol=0.0 total_charge=+1 fmax_ev_per_a=1.3 multiplicity=9 gap_ev="3.615 / 5.344" total_energy_ev=-54455.2137 s2=20.025
H 2.5344 2.3114 1.8840 0.3059
H 1.6460 2.4231 0.4001 0.2649
C -2.3967 -1.8693 -0.8293 -0.6619
Cr -2.1723 1.8530 3.8693 0.0124
H -3.2953 -1.6147 -0.2660 0.2898
H -0.3606 2.0472 -1.6773 0.2268
H 3.3227 1.7498 0.3870 0.2678
N 1.8199 0.5182 1.1161 -0.2182
H -2.0849 2.2529 -2.1344 0.2452
H -2.5745 -2.7611 -1.4247 0.2677
N -1.5145 0.3612 -1.2910 -0.5204
C 2.3793 1.7968 0.9214 -0.4860
Cl -1.1387 0.6832 1.9201 -0.8142
H -0.9937 1.2425 -3.1004 0.2287
O 3.7260 -0.5831 0.6767 -0.3873
H -1.4627 0.4947 -0.2694 0.4675
H 1.8675 -2.5425 0.1810 0.2673
C -2.1152 -0.7000 -1.7472 0.6211
O -2.5169 -0.7743 -2.9461 -0.0730
H -1.5462 -1.9910 -0.1653 0.2680
C -1.2432 1.5678 -2.0884 -0.4302
H 0.7511 -1.7404 1.3615 0.2417
C 2.5442 -0.6772 0.9104 0.6191
H 2.2453 -2.5701 1.8584 0.2864
C 1.7868 -1.9464 1.0915 -0.7353
H 0.7922 0.4683 1.3619 0.4461